ORCA calculation (ωB97M-V/def2-TZVPD) on a structure of composition C30H21ClN3O2PPd.

## Properties
Kohn-Sham gap (spin up / spin down)   0.274 / 0.274 Ha
Charge   +2

Atoms and positions in Å:
Pd -0.036 -0.375 -0.101
O -1.561 -7.225 0.036
N -0.509 -7.011 -0.536
O 0.131 -7.813 -1.172
C -0.018 -5.610 -0.530
C 1.315 -5.449 -0.619
C 1.892 -4.137 -0.560
C 3.277 -3.892 -0.602
C 3.731 -2.600 -0.528
C 2.807 -1.555 -0.419
N 1.500 -1.764 -0.388
C 1.043 -3.043 -0.448
C -0.377 -3.229 -0.376
N -1.116 -2.091 -0.277
C -2.429 -2.184 -0.194
C -3.083 -3.417 -0.239
C -2.356 -4.575 -0.344
C -0.946 -4.504 -0.406
H 1.950 -6.319 -0.725
H 3.968 -4.721 -0.686
H 4.786 -2.372 -0.554
H 3.136 -0.528 -0.368
H -2.981 -1.262 -0.090
H -4.162 -3.445 -0.182
H -2.851 -5.531 -0.361
Cl 0.274 -0.293 2.554
C 0.576 1.407 2.867
C 0.736 1.793 4.181
C 1.002 3.128 4.459
C 1.103 4.055 3.433
C 0.938 3.653 2.119
C 0.658 2.318 1.808
P 0.415 1.838 0.093
C -1.342 1.512 -0.153
C -1.714 1.062 -1.437
C -3.055 0.840 -1.755
C -4.016 1.086 -0.797
C -3.662 1.514 0.496
C -2.345 1.712 0.827
C 0.901 3.189 -0.963
C -0.057 4.062 -1.482
C 0.354 5.138 -2.253
C 1.703 5.337 -2.512
C 2.657 4.466 -1.998
C 2.259 3.389 -1.226
H 0.666 1.060 4.974
H 1.137 3.437 5.487
H 1.312 5.093 3.656
H 1.019 4.381 1.322
H -0.960 0.987 -2.212
H -3.330 0.510 -2.748
H -5.063 0.958 -1.042
H -4.437 1.703 1.228
H -2.074 2.058 1.817
H -1.110 3.920 -1.278
H -0.382 5.824 -2.651
H 2.014 6.176 -3.119
H 3.707 4.626 -2.203
H 3.005 2.712 -0.826

Here are the natural (NBO) charges for atoms 1 to 8, given in e: number 1, Pd, carries 0.686; number 2, O, carries -0.357; number 3, N, carries 0.525; number 4, O, carries -0.316; number 5, C, carries 0.080; number 6, C, carries -0.130; number 7, C, carries -0.073; number 8, C, carries -0.069